1.
# C6H9N3O2

An isolated molecule of C6H9N3O2 (ωB97M-V with the def2-TZVPD basis set, the OMol25 dataset).

The highest occupied orbital energy is -0.3290 Ha. Its energy above the lowest of the compared OMol25 structures with the same formula, charge and spin is 0.5483 eV. The orbital gap comes out at 9.6 eV. The largest force on an atom comes out at 2.12 eV Å⁻¹. As for the SMILES: N[C@@H](Cc1c[nH]cn1)C(=O)O. The total charge is 0.

Last column: Löwdin charge in e.
Cartesian coordinates (Å):
N 1.61 1.73 -0.30  0.04
C 1.61 0.52 0.45  -0.36
C 0.38 0.45 1.33  -0.11
C -0.88 0.17 0.57  -0.30
C -1.79 -0.82 0.78  -0.06
N -2.64 -0.78 -0.29  0.05
C -2.30 0.30 -1.03  -0.21
N -1.22 0.85 -0.58  0.10
C 1.78 -0.85 -0.27  -0.48
O 1.86 -1.92 0.28  0.10
O 1.69 -0.75 -1.63  0.08
H 0.75 1.76 -0.90  0.07
H 2.46 1.74 -0.89  0.09
H 2.47 0.57 1.13  0.15
H 0.36 1.37 2.02  0.15
H 0.55 -0.44 2.00  0.13
H -1.76 -1.53 1.59  0.12
H -3.49 -1.36 -0.46  0.17
H -2.87 0.65 -1.88  0.12
H 1.43 -1.67 -1.94  0.15

---

2.
# C6H9N3O2

An isolated molecule of C6H9N3O2 (ωB97M-V with the def2-TZVPD basis set, the OMol25 dataset).

The highest occupied orbital energy is -0.3209 Ha. Its energy above the lowest of the compared OMol25 structures with the same formula, charge and spin is 5.0599 eV. The orbital gap comes out at 9.1 eV. The largest force on an atom comes out at 7.76 eV Å⁻¹. As for the SMILES: N[C@@H](Cc1c[nH]cn1)C(=O)O. The total charge is 0.

Last column: Löwdin charge in e.
Cartesian coordinates (Å):
N 1.11 -1.43 1.93  0.03
C 1.18 -0.03 1.34  -0.31
C 1.44 -0.12 -0.22  -0.14
C 0.23 -0.30 -0.92  -0.39
C 0.02 0.40 -2.11  -0.06
N -1.22 -0.21 -2.66  -0.03
C -1.63 -1.15 -1.65  -0.19
N -0.70 -1.42 -0.75  0.12
C 0.01 0.98 1.59  -0.35
O -1.27 0.80 1.87  0.00
O 0.58 2.21 1.22  0.04
H 0.54 -1.28 2.82  0.10
H 0.43 -1.79 1.25  0.03
H 2.21 0.34 1.77  0.17
H 2.28 0.61 -0.56  0.16
H 1.65 -1.25 -0.15  0.14
H 0.71 1.17 -2.80  0.17
H -1.30 0.02 -3.86  0.24
H -2.50 -1.79 -1.99  0.12
H -0.34 2.63 1.05  0.16

---

3.
# C6H9N3O4PSbSe4Ti

A structure of composition C6H9N3O4PSbSe4Ti (ωB97M-V with the def2-TZVPD basis set, the OMol25 dataset).

Its spin multiplicity is 2. The highest occupied orbital energy (alpha / beta) is -0.1821 / -0.1948 Ha. Its energy above the lowest of the compared OMol25 structures with the same formula, charge and spin is 0.8061 eV. The orbital gap (alpha / beta) comes out at 6.7 / 6.5 eV. The largest force on an atom comes out at 1.09 eV Å⁻¹. The total charge is -1.

Last column: Löwdin charge in e.
Cartesian coordinates (Å):
Ti 1.00 0.21 0.38  -0.02
Se 2.29 4.75 -1.16  -0.14
Sb 2.55 2.60 -0.18  -0.23
Se 0.80 2.22 1.68  0.17
Se 1.69 0.75 -1.84  0.17
Se 4.50 1.58 0.66  -0.10
C -1.24 2.83 -1.52  -0.12
O -1.99 1.83 -0.79  -0.29
P -1.41 0.43 -0.34  0.62
O -2.47 -0.02 0.77  -0.28
C -2.37 0.43 2.13  -0.12
O -1.89 -0.51 -1.54  -0.28
C -1.45 -1.89 -1.55  -0.10
H -1.99 3.53 -1.88  0.09
H -0.69 2.39 -2.34  0.05
H -0.54 3.32 -0.84  0.01
H -3.23 -0.01 2.63  0.09
H -2.43 1.52 2.18  0.08
H -1.45 0.08 2.59  0.06
H -1.86 -2.32 -2.45  0.09
H -1.84 -2.41 -0.67  0.09
H -0.36 -1.95 -1.56  0.06
O 0.30 -1.32 1.17  -0.35
N 1.72 -1.38 1.23  -0.13
C 2.18 -2.61 0.84  -0.30
C 1.28 -3.67 0.54  -0.21
N 0.57 -4.55 0.30  0.15
C 3.59 -2.81 0.80  -0.19
N 4.72 -3.01 0.75  0.15

---

4.
# C6H9N4O4S

The ion C6H9N4O4S with charge -1 (ωB97M-V with the def2-TZVPD basis set, the OMol25 dataset).

The highest occupied orbital energy is -0.1433 Ha. Its energy above the lowest of the compared OMol25 structures with the same formula, charge and spin is 1.7472 eV. The orbital gap comes out at 6.8 eV. The largest force on an atom comes out at 4.29 eV Å⁻¹. As for the SMILES: OC[C@H]1O[C@H](n2nnnc2[S-])[C@@H](O)[C@@H]1O. The total charge is -1.

Last column: Löwdin charge in e.
Cartesian coordinates (Å):
O 2.91 -0.37 -2.23  -0.04
C 2.68 -0.17 -0.88  -0.23
C 1.22 0.33 -0.72  -0.17
O 0.20 -0.64 -1.02  -0.03
C -0.62 -0.84 0.04  -0.20
N -2.02 0.09 -0.06  -0.03
N -1.97 1.46 -0.15  -0.04
N -3.19 1.83 -0.35  -0.10
N -4.06 0.83 -0.35  -0.04
C -3.36 -0.32 -0.21  -1.00
S -3.91 -1.83 0.04  0.41
C 0.08 -0.41 1.34  -0.25
O 0.99 -1.39 1.80  0.02
C 0.92 0.84 0.82  -0.26
O 0.34 2.08 0.94  -0.08
H 2.23 -0.84 -2.62  0.05
H 2.95 -0.92 -0.19  0.09
H 3.49 0.63 -0.62  0.16
H 1.15 1.11 -1.55  0.17
H -1.05 -1.91 -0.03  0.14
H -0.73 -0.27 2.16  0.18
H 0.53 -2.15 1.70  0.04
H 1.90 0.80 1.41  0.16
H -0.68 2.05 0.74  0.08

---

5.
# C6H9N4O4S

A structure of composition C6H9N4O4S (ωB97M-V with the def2-TZVPD basis set, the OMol25 dataset).

The highest occupied orbital energy is -0.2033 Ha. Its energy above the lowest of the compared OMol25 structures with the same formula, charge and spin is 0.7234 eV. The orbital gap comes out at 9.1 eV. The largest force on an atom comes out at 4.92 eV Å⁻¹. The total charge is -1.

Last column: Löwdin charge in e.
Cartesian coordinates (Å):
C -2.68 -0.03 -1.58  -0.11
C -1.34 -0.16 -1.50  -0.08
C 0.95 2.00 0.30  -0.42
C -0.01 -1.79 1.69  -0.14
C 0.46 -0.38 1.78  -0.21
C 0.31 0.15 0.30  -0.27
N -3.12 0.49 -0.31  -0.01
N -2.08 0.55 0.46  0.01
N -1.03 0.19 -0.20  -0.13
N 1.67 2.32 -0.72  0.17
O 2.64 -0.99 -0.23  -0.32
O 0.56 2.72 1.21  0.02
O 0.58 -1.93 -1.19  -0.35
O 1.52 0.17 -2.10  -0.38
S 1.35 -0.74 -0.87  0.52
H -3.31 -0.19 -2.44  0.08
H -0.59 -0.63 -2.05  0.06
H 0.36 -2.14 0.76  0.02
H -1.10 -1.75 1.58  0.08
H -0.01 -2.41 2.59  0.08
H -0.25 0.01 2.59  0.13
H 1.48 -0.26 2.17  0.11
H 1.69 1.55 -1.39  0.02
H 1.95 3.26 -0.84  0.11

---

6.
# C6H9NO

An isolated molecule of C6H9NO (ωB97M-V with the def2-TZVPD basis set, the OMol25 dataset).

The highest occupied orbital energy is -0.3371 Ha. Its energy above the lowest of the compared OMol25 structures with the same formula, charge and spin is 1.9805 eV. The orbital gap comes out at 9.2 eV. The largest force on an atom comes out at 3.65 eV Å⁻¹. As for the SMILES: [H]/N=C(/C)C(=C)C(C)=O. The total charge is 0.

Last column: Löwdin charge in e.
Cartesian coordinates (Å):
H -1.11 1.82 -1.52  0.06
N -1.79 1.33 -0.94  0.14
C -1.35 0.46 -0.16  -0.38
C -2.23 -0.22 0.84  -0.05
C 0.11 -0.32 -0.38  -0.15
C 0.28 -1.62 -0.55  0.09
C 1.04 0.63 0.22  -0.42
C 2.51 0.48 -0.02  -0.01
O 0.53 1.63 0.73  0.07
H -1.69 -0.33 1.78  0.08
H -3.12 0.38 1.00  0.08
H -2.51 -1.21 0.49  0.08
H -0.53 -2.25 -0.89  0.07
H 1.23 -2.11 -0.34  0.07
H 2.72 0.50 -1.09  0.09
H 2.87 -0.47 0.37  0.08
H 3.04 1.29 0.47  0.09

---

7.
# C6H9NO

An isolated molecule of C6H9NO (ωB97M-V with the def2-TZVPD basis set, the OMol25 dataset).

The highest occupied orbital energy is -0.3028 Ha. Its energy above the lowest of the compared OMol25 structures with the same formula, charge and spin is 3.4566 eV. The orbital gap comes out at 8.3 eV. The largest force on an atom comes out at 3.16 eV Å⁻¹. The total charge is 0.

Last column: Löwdin charge in e.
Cartesian coordinates (Å):
C 1.38 -1.10 0.61  -0.30
C -1.70 1.02 -0.40  -0.04
C 1.22 1.48 0.54  -0.02
C -0.86 -1.33 -0.57  -0.11
C -0.70 -0.05 -0.07  -0.22
C 0.60 0.14 0.38  -0.18
O 1.13 -1.69 -0.63  -0.19
N -1.57 -2.27 -0.88  0.21
H -1.27 -2.96 -1.56  0.10
H 2.45 -0.89 0.77  0.12
H 1.01 -1.69 1.47  0.12
H -2.67 0.58 -0.64  0.08
H -1.84 1.69 0.46  0.08
H -1.39 1.63 -1.25  0.09
H 2.27 1.42 0.25  0.09
H 0.74 2.26 -0.05  0.08
H 1.20 1.77 1.59  0.10

---

8.
# C6H9NO

A structure of composition C6H9NO (ωB97M-V with the def2-TZVPD basis set, the OMol25 dataset).

The highest occupied orbital energy is -0.2933 Ha. Its energy above the lowest of the compared OMol25 structures with the same formula, charge and spin is 4.3114 eV. The orbital gap comes out at 8.7 eV. The largest force on an atom comes out at 0.60 eV Å⁻¹. The total charge is 0.

Last column: Löwdin charge in e.
Cartesian coordinates (Å):
C -1.40 -1.65 1.48  -0.12
C 1.59 -0.83 -0.90  0.00
C -0.23 2.52 -0.89  -0.09
C 0.90 -0.34 0.34  -0.35
C -0.46 1.16 -0.42  -0.05
N -0.95 -1.22 0.16  -0.03
C -0.92 0.05 -0.10  -0.23
O 1.24 -0.19 1.45  0.12
H -2.40 -1.27 1.70  0.08
H -1.44 -2.74 1.49  0.07
H -0.73 -1.31 2.27  0.07
H 2.35 -0.10 -1.18  0.10
H 0.89 -0.99 -1.71  0.09
H 2.09 -1.77 -0.65  0.10
H 0.38 2.53 -1.79  0.08
H 0.27 3.13 -0.13  0.08
H -1.18 3.01 -1.13  0.08

---

9.
# C6H9NO

An isolated molecule of C6H9NO (ωB97M-V with the def2-TZVPD basis set, the OMol25 dataset).

The highest occupied orbital energy is -0.3079 Ha. Its energy above the lowest of the compared OMol25 structures with the same formula, charge and spin is 1.6479 eV. The orbital gap comes out at 8.8 eV. The largest force on an atom comes out at 1.86 eV Å⁻¹. As for the SMILES: [H]/N=C/C(C)=C/C(=C)O. The total charge is 0.

Last column: Löwdin charge in e.
Cartesian coordinates (Å):
H 4.03 -0.58 0.20  0.06
N 3.16 -0.05 0.14  0.08
C 2.10 -0.73 0.14  -0.18
C 0.79 0.03 0.05  -0.25
C 0.94 1.50 -0.02  -0.07
C -0.35 -0.69 0.02  -0.02
C -1.70 -0.19 -0.07  -0.40
C -2.75 -1.02 -0.08  0.06
O -1.85 1.16 -0.13  0.04
H 2.04 -1.82 0.12  0.11
H 0.52 1.90 -0.93  0.08
H 0.45 1.98 0.83  0.08
H 2.08 1.65 0.02  0.08
H -0.28 -1.77 0.06  0.11
H -2.62 -2.09 -0.03  0.05
H -3.77 -0.66 -0.14  0.06
H -2.79 1.38 -0.18  0.11

---

10.
# C6H9NO

A cluster of 2 separate species, C6H9NO in total (ωB97M-V with the def2-TZVPD basis set, the OMol25 dataset).

The highest occupied orbital energy is -0.3331 Ha. Its energy above the lowest of the compared OMol25 structures with the same formula, charge and spin is 1.7453 eV. The orbital gap comes out at 9.7 eV. The largest force on an atom comes out at 1.23 eV Å⁻¹. As for the SMILES: C=C=C(C)C.N=C=O. The total charge is 0.

Last column: Löwdin charge in e.
Cartesian coordinates (Å):
C 0.59 0.31 -2.01  0.00
C 1.06 0.69 -0.86  -0.09
C 1.53 1.07 0.29  -0.36
C 2.98 0.92 0.65  -0.06
C 0.66 1.69 1.35  -0.06
H 0.56 0.97 -2.86  0.05
H 0.21 -0.69 -2.17  0.05
H 3.09 0.29 1.54  0.08
H 3.54 0.46 -0.16  0.08
H 3.42 1.89 0.88  0.08
H 1.00 2.69 1.58  0.08
H 0.70 1.10 2.26  0.08
H -0.38 1.74 1.01  0.08
N -4.21 -3.74 -0.48  0.19
C -5.00 -2.91 -0.15  -0.43
O -5.62 -2.06 0.32  0.16
H -4.14 -4.42 -1.20  0.08